[1]
ORCA calculation (wB97M-V/def2-TZVPD) on a structure of composition C31H19Cl2CoF12N3O4S.

Calculated values
Total energy   -5557.87461 a.u.
LUMO energy (spin up / spin down)   1.685 / 0.818 eV
Gap between HOMO and LUMO (spin up / spin down)   7.0 / 6.0 eV
Molar mass   887.39 g/mol

```
! wB97M-V def2-TZVPD RIJCOSX def2/J DEFGRID3
* xyz -1 5
C 3.6140 2.0446 0.7899
O -1.5733 2.5661 -1.1174
H 2.0214 -6.6890 0.0722
O -1.6653 1.1402 2.5352
F 1.9527 4.7688 0.1498
F -1.2269 4.0263 -3.4730
H -4.9940 -1.9227 2.1543
C 1.5441 2.4229 3.0447
F 0.4953 2.8769 -2.8318
H 4.0453 2.5790 1.6216
O -2.5528 0.2381 0.1110
C -1.0490 -1.6819 -3.4569
C -0.0893 0.0805 -1.4937
F -3.2509 1.9529 -4.1740
C 4.4924 1.4498 -0.1178
F 1.1559 5.2701 2.0972
H -0.7478 -3.5809 -0.2719
N 0.3873 0.9250 -0.4748
H 6.2412 0.9379 1.0092
C -1.5261 -0.3815 -3.3519
O 0.0733 3.0496 1.2964
C -0.0854 -2.0981 -2.5466
C 0.3866 -1.2283 -1.5806
H 2.7247 -5.5832 2.2319
F -3.7127 3.1467 -2.4387
H 6.5258 1.0994 -0.7274
S -0.4250 -2.1059 1.9177
Cl -5.6328 -2.4822 4.8925
C 0.5372 -5.1927 -0.2567
C -1.0934 0.5080 -2.3746
H -1.6127 -2.1006 -5.4901
H -0.9453 -3.4877 -4.6254
F 0.7458 3.0886 3.8826
C 2.2387 2.0294 0.6501
H 0.1453 -5.5536 -1.1977
H -2.2637 -0.0530 -4.0707
F 1.2270 1.1232 3.0979
C 1.3758 2.9396 1.5755
H -4.0287 -1.0947 0.2597
F 2.8016 2.5265 3.5534
H -2.5889 -2.9377 -4.2914
C 2.5955 0.7621 -1.4088
H 1.1378 -1.5463 -0.8684
F -3.8739 1.0019 -2.3318
C 1.9191 -5.1545 1.6416
H 4.6108 0.4686 -2.0282
C -0.7565 2.7810 -3.3079
C -3.6453 -0.6268 4.9765
C 1.6886 1.2360 -0.4157
C -4.3618 -1.3218 2.7967
C 1.5407 -5.7931 0.4287
C 1.9364 4.4039 1.4434
F 3.1947 4.6108 1.9138
C 0.3517 -3.4652 1.4366
N -0.0293 -4.0754 0.2419
Cl -1.7164 1.1758 5.4547
H 6.3029 2.5359 0.2807
C -1.5753 -2.6033 -4.5230
C -3.1258 2.0113 -2.8184
C -3.4148 -0.4559 2.2162
H -3.7334 -0.6966 6.0520
Co -1.1831 1.7113 0.6510
H 2.1913 0.3049 -2.2998
F -0.6493 2.2348 -4.5457
C -1.6331 1.9560 -2.3086
C 3.9546 0.8574 -1.2582
H 0.3235 -3.1021 -2.6137
C 5.9724 1.5087 0.1176
C -4.4718 -1.4069 4.1519
C -3.3246 -0.4339 0.7896
C -2.5464 0.3588 3.0037
C -2.7265 0.2207 4.4268
N 1.3797 -4.0748 2.1252
*
```

[2]
ORCA calculation (wB97M-V/def2-TZVPD) on a structure of composition C37H36N8O4Pd.

Calculated values
Total energy   -2297.99850 a.u.
LUMO energy (spin up / spin down)   -5.590 / -6.597 eV
Gap between HOMO and LUMO (spin up / spin down)   7.3 / 6.4 eV
Molar mass   763.17 g/mol

```
! wB97M-V def2-TZVPD RIJCOSX def2/J DEFGRID3
* xyz 2 3
H 1.3827 -5.4580 -2.9610
C -2.1955 -2.1015 -0.0253
H 4.9739 -3.4761 -1.5967
C 3.2919 -3.7973 1.5621
O -0.8552 -5.2532 -3.4344
C -1.8794 0.5143 -2.4420
C -0.1937 1.6058 -3.2514
H -3.4107 -0.8826 -1.9558
C -0.7690 2.3988 0.9175
H -1.2879 1.2855 -6.4783
H 4.2948 -3.6834 1.9507
H -2.2359 -6.5931 -2.8330
H -2.6216 -2.6263 -0.8820
H -2.8124 0.1154 -4.2916
C 0.9112 -3.9364 -4.1969
H 1.2934 0.2852 2.3075
C 1.5554 -5.2932 0.7489
C 1.1971 -2.8865 0.9395
C -0.6565 1.5592 -5.6441
H -2.3206 -0.1439 0.5352
C 4.8525 -1.4286 -1.0544
C 2.8375 -5.0774 1.2194
C 0.5105 2.2727 -5.8249
N 0.1354 1.4206 1.0335
C -0.8540 -2.6839 0.2938
H 2.1938 3.2577 -4.9352
H 1.5593 2.6855 -2.6001
C -2.0719 -5.9457 -3.6897
N -2.2222 5.0940 1.1252
H 4.4456 0.6327 -0.6161
C 0.9669 2.3516 -3.4426
C 3.0087 -2.7109 -2.0098
H 2.1453 0.5768 -1.4877
C -0.3735 -4.4443 -4.4164
C 2.4853 -2.6855 1.4214
H -3.5146 0.6508 -1.1023
C 2.6008 -4.0194 -2.3554
O -3.3457 5.9140 -0.6951
H 2.5113 -2.7392 -4.9636
O -3.5640 3.6786 2.3109
H -1.2042 -4.7315 -0.0617
H 5.8832 -1.3758 -0.7336
C -0.4197 -3.3272 -6.5364
H 2.8387 -1.6933 1.6684
C 0.8414 -2.8008 -6.3047
N 0.1698 -1.9769 0.7137
H -2.9731 7.0260 1.0171
C 0.0689 1.6740 3.4039
H 1.3206 -2.1849 -7.0520
C -2.8202 -0.1147 -1.4535
N -0.7960 1.1654 -2.0798
C -1.3226 3.0330 2.0160
N -2.0849 -0.6651 -0.2988
H 3.1973 -4.8148 -1.9217
C -1.0370 -4.1360 -5.5936
H 0.8162 2.5433 -6.8266
C 2.1325 -1.5556 -1.9092
C 1.5089 -3.1093 -5.1339
H -2.8612 -2.2713 0.8249
H -3.9665 6.5756 -1.0192
C 0.5533 1.0730 2.2550
H 3.5031 -5.9223 1.3384
H -1.0701 2.6651 -0.0894
C 4.0333 -0.2980 -0.9862
H 1.1973 -6.2875 0.5127
H 0.4343 1.3619 4.3718
C -3.2505 6.0146 0.7106
N -0.5702 -4.0011 0.2165
H -2.0029 -6.5568 -4.5907
C 0.7379 -4.1756 0.6337
C 4.3407 -2.5982 -1.5391
N 1.6163 -4.4827 -3.1000
C 2.7289 -0.3461 -1.4118
H -2.9096 -5.2501 -3.7879
H -4.1719 5.7140 1.2091
C -2.4877 3.9752 1.8360
H -2.0085 -4.5632 -5.8036
H -0.9281 -3.1292 -7.4708
N -2.0431 0.5163 -3.7815
H -1.3091 5.2339 0.7248
C 1.3070 2.6697 -4.7413
H -1.3547 3.1017 4.1621
C -0.9093 2.6479 3.2864
C -0.9921 1.2296 -4.3371
Pd 0.2332 -0.1057 -0.5548
O 0.8759 -1.5946 -2.1412
*
```